(1)
Below is a cluster of 13 separate species, C39H52O39 in total, with properties calculated with wB97M-V/def2-TZVPD.

Atoms and positions in Å:
C -30.066 -19.538 35.614
C -28.951 -20.483 36.078
O -28.020 -19.625 36.801
C -28.503 -18.384 36.803
O -27.755 -17.427 37.081
O -29.539 -18.287 36.044
H -30.916 -19.779 36.252
H -30.350 -19.758 34.585
H -28.550 -21.095 35.270
H -29.355 -21.005 36.945
C -29.523 -23.552 27.150
C -30.645 -23.193 28.029
O -30.241 -23.915 29.174
C -28.904 -24.003 29.237
O -28.241 -24.239 30.283
O -28.449 -23.734 28.069
H -29.166 -22.769 26.480
H -29.628 -24.336 26.400
H -31.596 -23.566 27.649
H -30.952 -22.179 28.288
C -36.508 -14.916 19.403
C -36.375 -15.963 18.407
O -35.331 -15.444 17.505
C -35.105 -14.182 17.868
O -34.412 -13.451 17.170
O -35.678 -13.886 18.965
H -36.294 -15.313 20.395
H -37.497 -14.469 19.311
H -37.247 -15.979 17.754
H -36.043 -16.946 18.742
C -40.209 -13.136 27.255
C -41.440 -13.899 27.493
O -41.630 -14.410 26.251
C -41.258 -13.470 25.364
O -41.674 -13.417 24.170
O -40.280 -12.731 25.959
H -39.336 -13.698 27.584
H -40.267 -12.192 27.798
H -42.231 -13.214 27.799
H -41.469 -14.654 28.278
C -32.937 -26.536 34.971
C -34.329 -26.968 34.928
O -34.989 -26.129 34.035
C -34.188 -25.043 33.894
O -34.496 -24.091 33.211
O -33.091 -25.217 34.685
H -32.365 -27.075 34.215
H -32.562 -26.680 35.984
H -34.790 -26.752 35.892
H -34.369 -28.016 34.631
C -36.064 -13.948 37.010
C -37.215 -12.975 37.334
O -38.154 -13.252 36.245
C -37.834 -14.412 35.614
O -38.500 -14.987 34.750
O -36.593 -14.813 36.002
H -35.904 -14.657 37.823
H -35.112 -13.454 36.818
H -36.950 -11.932 37.165
H -37.503 -13.403 38.294
C -32.148 -19.977 21.199
C -31.256 -19.483 22.335
O -30.423 -18.543 21.734
C -30.526 -18.559 20.425
O -29.962 -17.775 19.679
O -31.473 -19.459 20.052
H -33.166 -19.603 21.310
H -32.178 -21.065 21.266
H -30.583 -20.259 22.698
H -31.918 -18.866 22.942
C -35.241 -18.419 29.678
C -35.564 -16.957 29.438
O -36.037 -17.026 28.050
C -35.679 -18.119 27.446
O -35.679 -18.288 26.215
O -35.214 -19.003 28.339
H -36.114 -18.822 30.191
H -34.236 -18.447 30.099
H -34.651 -16.363 29.485
H -36.431 -16.629 30.012
C -25.461 -18.306 28.249
C -25.587 -16.995 28.904
O -26.976 -16.638 28.806
C -27.676 -17.647 28.397
O -28.840 -17.585 28.071
O -26.842 -18.634 28.045
H -24.986 -18.983 28.959
H -24.949 -18.305 27.287
H -24.902 -16.372 28.327
H -25.295 -16.987 29.954
C -37.738 -25.677 28.788
C -38.841 -26.610 29.370
O -39.184 -27.377 28.245
C -38.608 -26.969 27.069
O -38.842 -27.323 25.919
O -37.831 -25.884 27.350
H -36.708 -25.991 28.952
H -37.899 -24.616 28.982
H -39.717 -25.997 29.584
H -38.506 -27.050 30.310
C -30.013 -11.970 33.437
C -29.837 -10.537 33.430
O -28.396 -10.305 33.266
C -27.843 -11.565 32.988
O -26.647 -11.716 32.934
O -28.808 -12.433 32.813
H -30.810 -12.357 32.802
H -30.141 -12.418 34.423
H -30.331 -10.088 34.292
H -30.421 -10.057 32.645
C -42.409 -21.266 25.501
C -41.090 -20.712 25.969
O -40.759 -21.415 27.115
C -41.907 -21.700 27.649
O -41.922 -22.059 28.846
O -42.916 -21.489 26.835
H -42.381 -22.200 24.939
H -43.017 -20.589 24.902
H -41.219 -19.664 26.241
H -40.302 -20.620 25.222
C -32.498 -13.281 24.164
C -31.123 -13.391 24.727
O -30.372 -12.580 23.881
C -31.170 -12.022 23.028
O -30.756 -11.287 22.169
O -32.395 -12.198 23.383
H -33.156 -13.172 25.026
H -32.731 -14.134 23.527
H -30.666 -14.380 24.746
H -31.110 -12.972 25.734

Values from the calculation:
* HOMO-LUMO gap: 9.83 eV
* HOMO energy: -0.3774 hartree
* multiplicity: 1



(2)
Below is a structure of composition C39H54AsFeGe2NO4SSe2, with properties calculated with wB97M-V/def2-TZVPD.

Atoms and positions in Å:
Fe 0.112 0.232 -0.473
C -1.318 1.945 4.110
C -0.191 1.766 3.101
Ge -0.202 0.054 2.067
C 1.165 -1.110 2.884
C 0.999 -1.188 4.399
C -1.953 -0.636 2.662
C -2.984 -0.321 1.875
Ge -2.427 -0.005 -0.019
C -3.321 1.655 -0.670
C -4.537 1.462 -1.578
C -3.097 -1.639 -0.968
C -4.206 -2.483 -0.351
C -4.380 -0.231 2.375
C -5.451 -0.111 1.490
C -6.759 0.015 1.935
C -7.035 0.039 3.292
C -5.982 -0.049 4.194
C -4.679 -0.167 3.743
H -1.199 2.886 4.658
H -1.351 1.138 4.849
H -2.295 1.968 3.623
H 0.782 1.797 3.601
H -0.198 2.584 2.385
H 2.153 -0.751 2.603
H 1.070 -2.097 2.432
H 1.027 -0.199 4.865
H 1.795 -1.783 4.860
H 0.048 -1.650 4.681
H -2.127 -0.966 3.688
H -2.578 2.260 -1.185
H -3.579 2.219 0.231
H -4.438 0.586 -2.221
H -4.679 2.322 -2.238
H -5.462 1.343 -1.008
H -2.203 -2.255 -1.068
H -3.335 -1.365 -1.997
H -4.080 -2.615 0.727
H -4.213 -3.482 -0.802
H -5.200 -2.061 -0.510
H -5.253 -0.116 0.428
H -7.562 0.100 1.211
H -8.054 0.142 3.645
H -6.174 -0.005 5.260
H -3.870 -0.193 4.461
S -0.084 2.737 -0.281
C 1.501 2.991 0.409
C 2.197 4.187 0.195
C 3.458 4.329 0.733
C 4.015 3.281 1.457
C 3.259 2.132 1.606
N 2.031 1.994 1.123
H 1.747 4.961 -0.411
H 4.017 5.244 0.567
H 5.017 3.334 1.858
H 3.663 1.267 2.120
C 1.615 -4.182 0.723
As -0.069 -3.445 0.048
C 0.075 -4.253 -1.732
C -1.357 -4.735 0.891
C -1.063 -6.182 0.748
C -1.544 -6.911 -0.341
C -1.240 -8.254 -0.496
C -0.443 -8.905 0.435
C 0.043 -8.194 1.524
C -0.264 -6.852 1.677
H 1.747 -5.216 0.398
H 1.655 -4.127 1.810
H 2.401 -3.549 0.310
H 0.225 -5.332 -1.665
H 0.935 -3.777 -2.203
H -0.807 -4.018 -2.328
H -2.328 -4.487 0.459
H -1.388 -4.445 1.944
H -2.162 -6.409 -1.077
H -1.625 -8.794 -1.354
H -0.200 -9.953 0.311
H 0.668 -8.687 2.259
H 0.125 -6.305 2.528
O 2.131 0.883 -1.572
Se 2.939 -0.418 -0.946
O 3.222 -1.623 -1.991
O 1.700 -0.914 0.116
O 4.248 -0.017 -0.085
C 0.673 1.910 -8.159
C 0.454 1.289 -6.806
C 0.975 0.045 -6.489
C 0.772 -0.551 -5.248
C 1.395 -1.892 -4.994
C -0.006 0.115 -4.276
Se -0.392 -0.865 -2.667
C -0.541 1.371 -4.589
C -1.390 2.110 -3.607
C -0.299 1.934 -5.837
H 1.479 1.408 -8.695
H 0.935 2.967 -8.075
H -0.225 1.849 -8.781
H 1.583 -0.480 -7.220
H 2.105 -2.129 -5.788
H 0.633 -2.678 -4.969
H 1.913 -1.913 -4.033
H -0.805 2.409 -2.740
H -2.193 1.460 -3.246
H -1.830 3.001 -4.061
H -0.720 2.913 -6.051

Values from the calculation:
* net charge: -2
* HOMO-LUMO gap (spin up / spin down): 6.16 / 6.14 eV
* HOMO energy (spin up / spin down): -0.0756 / -0.0748 hartree
* ⟨S²⟩: 6.09
* multiplicity: 5



Number 1: largest force on an atom 6.77 eV Å⁻¹. Number 2: largest force on an atom 1.67 eV Å⁻¹.